(1)
The following is a DFT calculation (the ωB97M-V functional and the def2-TZVPD basis) of the molecule C5H5NO2S.

The calculation puts the relative energy (zero: lowest compared OMol25 entry of this formula, charge and spin) at 4.472 eV. The SMILES is C=CCC(C#N)=S(=O)=O. The LUMO energy (spin up / spin down) is -2.237 / -2.239 eV. The value obtained for the highest occupied orbital energy (spin up / spin down) is -10.08 / -10.08 eV.

CARTESIAN COORDINATES (ANGSTROEM)
C 1.549 -1.165 -1.290
C 0.496 -1.234 -0.553
C -0.715 -0.352 -0.678
C -0.468 0.921 0.436
C 0.862 1.127 0.551
N 1.973 1.384 0.503
S -1.562 1.064 1.725
O -2.862 0.539 1.416
O -1.428 2.230 2.589
H 2.445 -1.709 -1.045
H 1.594 -0.326 -1.891
H 0.539 -2.013 0.318
H -1.725 -0.756 -0.479
H -0.698 0.290 -1.602

Atoms 1-3, force components in eV/Å:
C 1.442 -0.112 0.398
C -2.402 -2.742 2.871
C 0.357 2.766 1.233


(2)
The following is a DFT calculation (the ωB97M-V functional and the def2-TZVPD basis) of a 2-piece molecular cluster, C11H21N2 overall.

Its total charge is +1. The calculation puts the relative energy (zero: lowest compared OMol25 entry of this formula, charge and spin) at 3.140 eV. The LUMO energy is -3.755 eV. The value obtained for the highest occupied orbital energy is -12.18 eV.

CARTESIAN COORDINATES (ANGSTROEM)
C -0.898 2.020 -2.220
C 2.041 2.804 -0.298
C 0.137 2.772 -1.732
C 1.363 2.288 -1.352
C 0.185 -1.301 -0.276
C -0.793 -0.454 0.418
C 2.393 -2.464 -0.333
C -2.166 -2.349 1.294
C -1.025 1.565 1.690
C 1.322 -1.854 0.599
C -2.078 -0.994 0.601
N 0.025 -1.362 -1.490
N -0.330 0.647 0.839
H -1.801 2.537 -2.339
H -0.738 0.904 -2.340
H 3.101 2.473 0.042
H 1.782 3.829 0.064
H -0.101 3.811 -1.436
H 2.572 -1.714 -1.103
H 2.000 -3.399 -0.784
H 3.253 -2.504 0.201
H -1.657 -3.141 0.950
H -3.223 -2.785 1.354
H -1.939 -2.185 2.395
H -0.394 2.216 2.155
H -1.850 2.221 1.105
H -1.810 1.083 2.358
H 1.783 -0.942 1.107
H 0.922 -2.711 1.308
H -2.706 -0.348 1.062
H -2.346 -1.245 -0.410
H 0.637 -1.807 -2.094
H 0.581 0.991 0.463
H 1.757 1.401 -1.797

Atoms 1-3, force components in eV/Å:
C 3.179 -0.611 1.029
C 2.027 0.884 -0.210
C -4.692 0.786 -1.083


(3)
The following is a DFT calculation (the ωB97M-V functional and the def2-TZVPD basis) of C11H28F2GeRuS3Si3 as an isolated structure.

Its total charge is +1. The calculation puts the relative energy (zero: lowest compared OMol25 entry of this formula, charge and spin) at 1.340 eV. The LUMO energy (spin up / spin down) is -5.617 / -5.747 eV. The value obtained for the highest occupied orbital energy (spin up / spin down) is -11.42 / -11.34 eV. Its expectation value of S² is 0.777. The spin multiplicity is 2.

CARTESIAN COORDINATES (ANGSTROEM)
Ru -0.687 -1.864 1.106
S 2.540 -3.693 3.237
C 1.229 -3.509 2.317
S 1.191 -3.008 0.591
S -0.451 -3.434 2.787
C 1.770 2.582 1.292
Si 1.762 0.694 1.300
C 3.438 0.043 0.794
C 1.232 0.105 2.998
Ge 0.081 0.057 -0.343
Si -2.258 0.244 0.552
C -2.136 2.069 0.947
C -3.551 -0.143 -0.730
C -2.605 -0.701 2.145
Si 0.792 0.630 -2.598
C 2.458 -0.190 -2.804
C 0.869 2.501 -2.661
C -0.454 -0.050 -3.818
H 2.555 2.936 1.964
H 0.833 3.012 1.636
H 1.988 2.984 0.301
H 4.151 0.295 1.582
H 3.786 0.513 -0.125
H 3.459 -1.040 0.663
H 2.075 0.233 3.682
H 0.949 -0.947 3.076
H 0.409 0.711 3.385
H -1.879 2.668 0.071
H -1.426 2.291 1.737
H -3.131 2.370 1.282
H -3.268 0.228 -1.717
H -4.472 0.374 -0.445
H -3.779 -1.201 -0.799
H -2.198 -0.178 3.013
H -2.383 -1.781 2.318
H -3.697 -0.735 2.221
H 3.232 0.269 -2.193
H 2.753 -0.090 -3.851
H 2.427 -1.257 -2.571
H 1.579 2.915 -1.944
H -0.105 2.961 -2.489
H 1.199 2.798 -3.658
H -0.616 -1.121 -3.680
H -0.079 0.093 -4.834
H -1.419 0.456 -3.749
F -3.020 -3.001 0.280
C -1.792 -2.796 -0.330
F -1.339 -4.013 -0.667
H -2.012 -2.280 -1.272

Atoms 1-3, force components in eV/Å:
Ru -1.195 0.224 -0.017
S -0.280 -0.140 -0.381
C 0.375 0.267 0.185


- relative energy (zero: lowest compared OMol25 entry of this formula, charge and spin) of number 2 (C11H21N2)?
  3.140 eV


- Among the records above, which one has the lowest relative energy (zero: lowest compared OMol25 entry of this formula, charge and spin)?
  C11H28F2GeRuS3Si3


- Which formula does entry 3 have?
  C11H28F2GeRuS3Si3


- What is the relative energy (zero: lowest compared OMol25 entry of this formula, charge and spin) in the first record?
  4.472 eV